Entry 1:
Entry from the OMol25 dataset: a molecular structure, C35H54N9O5 (the ωB97M-V functional and the def2-TZVPD basis).

Properties
HOMO level: -0.357 Ha
E_tot: -2233.8538 a.u.
Spin multiplicity: 1
Strongest force on any atom: 14.18 eV Å⁻¹
Total charge: +1

The geometry in XYZ format:
```
103
Properties=species:S:1:pos:R:3:lowdin_charge:R:1
C -1.161 2.643 0.625 -0.01
C -0.358 1.430 0.268 -0.45
C 0.632 1.238 1.334 -0.16
C 0.999 -0.219 1.481 -0.14
C -0.245 -0.985 1.939 -0.12
C -1.230 -0.997 0.766 -0.39
N -1.461 0.371 0.245 0.10
O -2.386 0.531 -0.655 0.10
C -2.653 -1.567 1.386 0.01
C -0.769 -1.970 -0.364 0.01
C 0.349 1.448 -1.097 0.05
H -1.796 3.056 -0.194 0.12
H -0.575 3.449 0.719 0.02
H -1.559 2.494 1.672 0.11
H 0.095 1.409 2.235 0.10
H 1.308 2.096 1.411 0.13
H 1.735 -0.400 2.313 0.13
H 1.383 -0.544 0.389 0.15
H -0.579 -0.600 2.836 0.10
H -0.110 -2.148 2.065 0.17
H -2.947 -1.072 2.294 0.05
H -2.653 -2.624 1.542 0.05
H -3.661 -1.341 0.536 0.17
H -1.609 -2.152 -0.967 0.06
H -0.434 -2.939 -0.101 0.08
H -0.090 -1.474 -0.983 0.05
H 0.908 0.539 -1.365 0.08
H 0.985 2.279 -0.947 0.08
H -0.413 1.586 -1.790 0.05
N 1.867 4.891 2.106 -0.02
C 0.692 4.827 2.780 -0.17
C 0.721 3.863 3.820 -0.14
C 1.985 3.262 3.788 -0.08
C 2.793 3.950 2.605 -0.05
H 2.096 5.361 1.162 0.10
H -0.227 5.424 2.344 0.15
H -0.107 3.560 4.322 0.06
H 2.409 2.389 4.430 0.11
H 3.745 3.932 2.187 0.06
N 2.944 6.161 -0.521 -0.08
C 2.235 5.173 -1.213 -0.11
C 0.784 5.614 -1.195 -0.04
C 0.790 6.902 -0.366 -0.04
C 2.200 7.275 0.005 -0.04
H 3.883 5.953 -0.117 0.16
H 2.650 4.247 -1.774 0.12
H -0.251 5.352 -1.467 0.08
H 0.198 7.435 0.072 -0.03
H 2.631 8.173 0.335 0.09
N 4.327 -5.135 2.278 -0.03
C 4.672 -4.085 2.958 -0.13
C 3.867 -2.862 2.537 -0.03
C 2.880 -3.490 1.525 -0.04
C 3.386 -4.946 1.327 -0.07
H 4.618 -5.912 2.558 0.06
H 5.322 -4.111 3.777 0.09
H 3.899 -1.822 2.941 0.07
H 2.110 -3.066 1.039 -0.02
H 2.962 -5.870 0.805 0.11
N 4.734 2.360 -3.730 -0.07
C 3.734 1.467 -4.250 -0.08
C 3.296 0.588 -3.099 -0.10
C 4.026 1.087 -1.941 -0.10
C 5.089 2.111 -2.460 -0.13
H 5.204 3.124 -4.379 0.21
H 3.482 1.484 -5.288 0.07
H 2.520 -0.112 -3.035 0.04
H 3.917 0.534 -0.977 0.08
H 5.880 2.562 -1.812 0.11
N -1.609 0.674 -3.939 -0.04
C -1.996 -0.568 -3.438 -0.10
C -0.951 -1.603 -3.914 -0.07
C -0.097 -0.886 -4.797 -0.10
C -0.423 0.551 -4.621 -0.14
H -2.158 1.460 -3.537 0.16
H -2.719 -0.553 -2.619 0.07
H -0.905 -2.702 -3.641 0.08
H 0.538 -1.277 -5.516 0.07
H 0.040 1.561 -5.300 0.18
N -1.013 -5.137 -2.057 -0.05
C 0.054 -5.657 -2.542 -0.16
C 0.613 -6.631 -1.473 -0.04
C -0.283 -6.386 -0.171 -0.03
C -1.365 -5.507 -0.694 -0.10
H -1.447 -4.431 -2.528 0.07
H 0.729 -5.146 -3.371 0.15
H 1.682 -6.825 -1.361 0.05
H -0.103 -6.968 0.636 0.03
H -2.161 -5.115 0.002 0.10
C -5.497 1.261 1.091 0.02
N -4.837 1.365 2.418 -0.35
O -5.577 1.057 3.422 0.06
O -3.554 1.339 2.414 -0.03
H -5.894 0.191 0.902 0.12
H -4.567 1.250 0.366 0.10
H -6.225 2.108 1.093 0.11
C -6.806 -4.232 0.998 0.10
N -6.185 -3.876 2.472 -0.40
O -6.741 -4.553 3.248 0.10
O -5.340 -2.990 2.617 0.03
H -6.369 -5.007 0.628 0.00
H -6.585 -3.443 0.375 0.05
H -7.918 -4.561 1.151 0.14
```



Entry 2:
Entry from the OMol25 dataset: a molecular structure, C35H55CdN4OP2 (the ωB97M-V functional and the def2-TZVPD basis).

Properties
HOMO level (spin up / spin down): -0.399 / -0.246 Ha
E_tot: -2511.0306 a.u.
Spin multiplicity: 1
Strongest force on any atom: 3.95 eV Å⁻¹
Total charge: +1

The geometry in XYZ format:
```
98
Properties=species:S:1:pos:R:3:lowdin_charge:R:1
C -0.795 -2.495 -1.352 -0.33
C 1.473 -2.091 -0.859 -0.32
C -0.477 -3.616 -2.120 -0.01
C 1.811 -3.327 -1.477 0.00
C 0.844 -4.074 -2.119 -0.03
H -1.266 -4.094 -2.698 0.13
H 2.854 -3.617 -1.450 0.12
H 1.096 -4.994 -2.640 0.12
N 0.136 -1.834 -0.651 0.02
P -2.728 -0.984 0.090 1.05
P 2.594 0.490 0.056 1.03
C -2.238 -1.967 -1.390 -0.28
H -2.339 -1.332 -2.283 0.08
H -2.919 -2.815 -1.531 0.08
C 0.794 2.081 1.167 -0.22
O 0.842 3.234 1.179 0.07
C 2.500 -1.161 -0.541 -0.21
H 3.504 -1.604 -0.614 0.08
C 3.662 1.238 -1.389 -0.63
C 3.690 0.514 1.619 -0.67
C -3.977 0.359 -0.444 -0.68
C -3.405 -2.347 1.193 -0.69
C 3.196 2.696 -1.479 -0.10
H 3.494 3.283 -0.601 0.09
H 3.648 3.169 -2.366 0.10
H 2.103 2.748 -1.580 0.03
C 5.186 1.157 -1.257 -0.08
H 5.599 1.672 -0.386 0.06
H 5.545 0.120 -1.267 0.09
H 5.614 1.651 -2.145 0.10
C 3.306 0.481 -2.671 -0.11
H 3.831 0.942 -3.522 0.10
H 3.612 -0.572 -2.632 0.08
H 2.229 0.512 -2.860 0.04
C 4.162 1.965 1.848 -0.08
H 3.312 2.655 1.931 0.07
H 4.726 1.998 2.793 0.10
H 4.825 2.333 1.058 0.05
C 2.820 0.099 2.816 -0.11
H 1.927 0.729 2.909 0.04
H 2.502 -0.949 2.742 0.08
H 3.414 0.204 3.739 0.11
C 4.863 -0.468 1.539 -0.09
H 5.582 -0.224 0.751 0.06
H 5.398 -0.428 2.499 0.10
H 4.510 -1.495 1.391 0.08
C -3.828 -1.717 2.533 -0.08
H -4.172 -2.525 3.197 0.10
H -2.985 -1.207 3.021 0.07
H -4.653 -1.000 2.423 0.07
C -2.290 -3.375 1.461 -0.08
H -2.004 -3.922 0.552 0.08
H -1.394 -2.911 1.894 0.04
H -2.670 -4.109 2.190 0.10
C -4.586 -3.094 0.552 -0.08
H -4.869 -3.912 1.232 0.10
H -5.466 -2.459 0.418 0.06
H -4.323 -3.545 -0.412 0.07
C -3.808 0.671 -1.941 -0.11
H -4.193 -0.140 -2.575 0.09
H -4.393 1.573 -2.178 0.10
H -2.761 0.871 -2.203 0.03
C -3.654 1.627 0.374 -0.11
H -2.646 2.011 0.158 0.05
H -4.375 2.414 0.105 0.09
H -3.733 1.449 1.457 0.08
C -5.432 -0.049 -0.193 -0.09
H -5.733 -0.898 -0.819 0.08
H -5.636 -0.271 0.861 0.07
H -6.074 0.801 -0.473 0.10
Cd -0.393 0.005 0.655 1.21
N -0.264 1.025 -1.359 0.12
C 0.189 1.489 -2.336 -0.10
C 0.069 2.376 -3.581 -0.57
C 1.178 2.012 -4.558 -0.05
C -1.284 2.154 -4.258 -0.04
C 0.169 3.837 -3.138 -0.03
H 2.149 2.276 -4.124 0.06
H 1.142 0.934 -4.757 0.10
H 1.083 2.539 -5.515 0.11
H -2.106 2.520 -3.628 0.08
H -1.338 2.701 -5.219 0.11
H -1.454 1.091 -4.466 0.10
H -0.081 4.516 -3.968 0.11
H -0.526 4.038 -2.315 0.10
H 1.181 4.079 -2.794 0.08
N -0.097 -0.460 8.327 0.12
C -0.241 -0.415 7.165 -0.21
C -0.396 -0.361 5.734 -0.28
C -0.049 -1.457 4.944 -0.05
C -0.128 -1.346 3.564 -0.25
N -0.526 -0.200 2.965 -0.16
C -0.884 0.862 3.725 -0.22
C -0.861 0.799 5.111 -0.05
H 0.301 -2.388 5.386 0.12
H 0.157 -2.187 2.923 0.08
H -1.173 1.778 3.202 0.08
H -1.196 1.658 5.689 0.11
```